Molecular formula: C21H29GeN4O2RhSe
Method: DFT, wB97M-V/def2-TZVPD

```
59
Properties=species:S:1:pos:R:3:forces:R:3
Rh -0.429105 -0.471538 -1.576925 0.13 0.05 -0.08
C 3.895611 -1.071223 -1.246944 -0.01 0.00 0.00
C 2.517573 -1.310329 -1.331009 0.02 0.04 0.08
N 1.633459 -0.323076 -1.319217 0.05 -0.02 -0.03
C 2.083234 0.960786 -1.236606 0.00 0.00 -0.06
C 3.435549 1.280788 -1.126886 -0.01 0.00 0.00
C 4.356518 0.213275 -1.137146 0.00 -0.01 0.00
C 3.821640 2.658843 -1.015001 -0.01 0.00 0.00
C 2.895120 3.641602 -1.004578 0.00 -0.01 0.00
C 1.498595 3.333908 -1.120409 0.00 0.00 0.00
C 0.483178 4.308177 -1.098869 -0.01 0.00 0.00
C -0.828818 3.919163 -1.200128 0.02 0.00 -0.01
C -1.129000 2.562422 -1.349272 -0.01 0.00 -0.03
N -0.193425 1.625800 -1.397130 -0.07 -0.01 0.07
C 1.104806 2.000562 -1.258315 0.00 0.01 -0.02
H 4.572278 -1.913157 -1.266796 0.00 0.00 0.01
H 2.105552 -2.309246 -1.391622 0.00 -0.01 -0.02
H 5.416953 0.418912 -1.061856 0.00 0.00 0.00
H 4.874898 2.894112 -0.936442 0.00 0.00 0.00
H 3.190555 4.678508 -0.914263 0.00 0.00 0.00
H 0.744062 5.353968 -0.995813 0.00 0.00 0.00
H -1.633944 4.639138 -1.174233 0.00 0.00 0.00
H -2.155589 2.229123 -1.425536 0.00 -0.02 0.00
C -4.159509 -2.203352 -2.787436 0.01 0.02 -0.01
C -2.780872 -1.882892 -2.334485 0.08 -0.05 0.00
N -2.358547 -0.667289 -2.123954 -0.01 -0.05 -0.04
O -3.303680 0.342049 -2.276479 0.10 0.11 0.17
C -1.817675 -2.927117 -2.076322 -0.09 0.04 0.02
C -2.107020 -4.384920 -2.201425 0.02 -0.01 -0.02
N -0.627096 -2.479797 -1.717412 -0.01 0.09 0.08
O 0.324640 -3.230101 -1.440382 -0.03 0.02 -0.06
H -4.605913 -1.373178 -3.324884 -0.01 -0.01 0.00
H -4.785646 -2.415110 -1.915833 0.01 0.00 0.01
H -4.150956 -3.097015 -3.406824 0.00 0.00 0.00
H -2.990368 0.890747 -3.010353 -0.08 -0.06 -0.10
H -3.074446 -4.634369 -1.766886 0.00 0.01 0.00
H -1.332574 -4.949955 -1.689560 -0.01 0.00 0.00
H -2.115234 -4.697550 -3.247821 0.01 -0.01 0.01
C 1.910040 -1.416518 3.361545 0.00 0.00 0.03
Ge 0.545603 -0.054591 3.608827 -0.05 0.12 -0.15
C -1.106978 -0.768482 4.348846 0.02 -0.01 0.02
C 1.150732 1.575218 4.470028 0.02 -0.05 0.07
C 0.160964 0.577385 1.702379 0.08 -0.03 0.20
Se -0.705845 -0.828707 0.737971 -0.16 -0.11 -0.04
C -2.534595 -0.266045 1.033047 0.01 0.00 0.02
H 2.192759 -1.849717 4.320561 0.00 0.00 0.00
H 2.805450 -0.987754 2.910351 0.00 -0.01 -0.01
H 1.543161 -2.225855 2.728475 0.01 -0.01 0.00
H -0.925752 -1.110571 5.367902 0.01 0.00 0.00
H -1.466942 -1.629038 3.782326 -0.01 0.00 0.01
H -1.885327 -0.006306 4.393164 -0.01 0.00 0.00
H 1.415982 1.371269 5.507324 0.00 0.01 0.00
H 0.362755 2.327550 4.464083 0.00 0.01 0.00
H 2.031153 1.975592 3.968231 0.00 0.01 -0.01
H 1.135884 0.753250 1.249348 -0.01 -0.03 -0.03
H -0.439510 1.485215 1.666021 -0.02 -0.01 -0.07
H -2.711525 -0.334497 2.104424 0.01 0.00 0.00
H -3.183400 -0.951798 0.497399 -0.02 -0.01 0.02
H -2.669421 0.753702 0.682813 0.01 -0.01 -0.02
```
Positions in Å, forces in eV/Å.

Results
Charge ... +2
Gap between HOMO and LUMO (spin up / spin down) ... 6.41 / 6.41 eV
Relative energy (zero: lowest compared OMol25 entry of this formula, charge and spin) ... 0.0 kcal/mol
Total energy ... -157158.2128 eV
E_LUMO (spin up / spin down) ... -0.289 / -0.289 Eh
HOMO level (spin up / spin down) ... -14.27 / -14.27 eV
Molecular weight ... 624.0 g mol⁻¹



Molecular formula: C60H48O2P3PtSSiTe
Method: DFT, wB97M-V/def2-TZVPD

```
117
Properties=species:S:1:pos:R:3:forces:R:3
Pt -0.139754 0.167677 -1.210489 0.57 0.19 0.47
C 1.663570 0.715976 -6.772452 -0.03 -0.02 -0.01
C 2.908707 0.695421 -6.162217 0.04 0.01 0.02
C 3.021341 0.909046 -4.794041 -0.02 0.07 -0.03
C 1.877682 1.140748 -4.034541 -0.13 -0.13 0.00
C 0.625167 1.170230 -4.654760 0.08 -0.01 -0.02
C 0.521314 0.964121 -6.020380 0.02 0.03 0.00
P 1.860289 1.355998 -2.235216 -0.50 -0.08 0.06
C 3.610444 1.297545 -1.682468 0.01 -0.36 0.04
C 4.406754 0.182389 -1.970935 -0.03 0.10 0.08
C 5.711934 0.100239 -1.510477 -0.01 -0.04 -0.02
C 6.250277 1.131139 -0.754440 0.00 0.04 0.03
C 5.473514 2.242808 -0.466079 -0.01 0.03 0.02
C 4.163249 2.326341 -0.917877 -0.02 0.01 -0.01
C 1.516461 3.106097 -1.952004 -0.01 0.16 -0.03
C 2.078480 4.083927 -2.770587 -0.03 0.03 0.06
C 2.048138 5.411135 -2.373016 0.04 -0.01 -0.03
C 1.478777 5.752522 -1.151211 -0.02 0.00 0.02
C 0.886068 4.778379 -0.359347 0.05 -0.06 0.01
C 0.880240 3.434235 -0.751454 -0.39 0.16 0.00
Si 0.077808 2.014866 0.225693 0.88 -0.35 -0.50
C -1.352144 2.700601 1.252949 -0.01 -0.46 0.30
C -2.033405 3.878337 0.931762 0.06 -0.07 0.00
C -3.141620 4.285278 1.663177 -0.04 0.03 -0.02
C -3.611169 3.514635 2.716872 -0.02 0.09 -0.01
C -2.976418 2.326778 3.045914 0.08 -0.15 0.01
C -1.865224 1.930564 2.315971 0.21 0.39 -0.38
P -3.073458 -0.780074 0.756559 -0.47 -0.30 0.31
C -3.958821 -1.887985 1.877457 -0.13 -0.05 -0.03
C -3.218339 -2.804400 2.637759 0.07 0.01 -0.14
C -3.836049 -3.623174 3.571171 0.02 0.04 0.02
C -5.210011 -3.553690 3.756708 0.02 0.01 0.01
C -5.959926 -2.653205 3.009441 -0.02 0.04 -0.02
C -5.345413 -1.822904 2.085047 0.09 0.06 0.06
C -4.196569 -0.382025 -0.589266 0.26 0.00 -0.02
C -5.127523 -1.292484 -1.098919 -0.02 -0.02 -0.11
C -5.887399 -0.954185 -2.208127 0.03 -0.05 0.05
C -5.708105 0.274718 -2.834243 0.01 -0.02 0.02
C -4.765874 1.170446 -2.348405 0.01 0.01 0.00
C -4.012540 0.845742 -1.231135 -0.05 0.05 -0.03
C 1.606587 1.451863 1.286213 -0.11 -0.15 -0.09
C 2.290891 2.387791 2.065712 -0.07 -0.06 0.10
C 3.518378 2.097240 2.643947 0.02 0.09 0.01
C 4.105371 0.856842 2.441018 0.01 -0.05 -0.01
C 3.443816 -0.100006 1.684666 -0.03 0.06 -0.05
C 2.205362 0.180380 1.108480 0.04 -0.04 0.17
P 1.265233 -1.134594 0.229550 0.29 0.61 -0.49
C 2.308530 -2.145438 -0.890729 0.04 -0.03 0.01
C 3.317898 -2.972662 -0.394787 0.08 0.07 -0.03
C 4.075059 -3.754872 -1.253549 0.04 0.00 0.06
C 3.805892 -3.759089 -2.616442 -0.03 0.01 -0.03
C 2.766433 -2.987603 -3.115524 0.05 0.01 0.02
C 2.026084 -2.183355 -2.258608 -0.02 -0.07 0.13
C 0.950742 -2.397427 1.516890 -0.38 0.04 -0.04
C 0.333922 -3.576606 1.089990 -0.05 0.04 -0.01
C 0.018086 -4.571919 2.002391 -0.02 -0.03 0.02
C 0.301223 -4.398227 3.351786 0.02 0.01 0.00
C 0.895398 -3.221163 3.787578 -0.01 0.00 0.01
C 1.214666 -2.221309 2.876865 0.23 -0.20 -0.08
H 1.580952 0.534268 -7.837068 0.01 0.03 0.03
H 3.798773 0.514958 -6.751899 -0.01 0.01 0.02
H 3.997147 0.913036 -4.327325 -0.01 -0.02 -0.05
H -0.264523 1.335966 -4.058857 -0.01 -0.04 -0.06
H -0.450024 0.985523 -6.498622 0.02 -0.01 0.04
H 4.013306 -0.622360 -2.570845 -0.04 -0.12 -0.01
H 6.308566 -0.773772 -1.744986 -0.04 0.04 -0.02
H 7.271121 1.071481 -0.395328 -0.05 0.00 -0.03
H 5.885290 3.058271 0.117149 -0.02 -0.04 -0.02
H 3.580727 3.204635 -0.672786 0.02 -0.03 0.02
H 2.551881 3.803104 -3.705361 0.01 0.01 0.04
H 2.492458 6.175272 -2.999655 -0.04 -0.03 0.02
H 1.493262 6.784677 -0.820835 -0.04 -0.04 -0.02
H 0.433515 5.067999 0.584226 0.03 0.01 -0.07
H -1.697298 4.481386 0.095220 -0.03 -0.02 0.07
H -3.642325 5.212773 1.411289 0.01 -0.06 -0.02
H -4.479514 3.833662 3.278086 0.01 0.00 0.01
H -3.350600 1.713887 3.857174 -0.01 0.02 0.01
H -2.151392 -2.911679 2.464573 0.01 0.04 0.03
H -3.241093 -4.317233 4.152857 -0.01 -0.02 -0.05
H -5.694618 -4.196489 4.480787 0.01 0.02 -0.02
H -7.031962 -2.590374 3.152678 0.04 0.01 0.01
H -5.936153 -1.095462 1.543778 -0.02 -0.04 -0.06
H -5.240025 -2.271402 -0.650116 -0.01 0.04 0.04
H -6.612034 -1.661401 -2.593195 0.03 0.03 0.00
H -6.294858 0.526233 -3.708881 0.01 0.00 0.03
H -4.610593 2.118965 -2.847151 -0.01 -0.01 0.03
H -3.274951 1.543683 -0.851484 0.03 0.01 0.00
H 1.855404 3.371225 2.221444 0.04 -0.03 -0.04
H 4.028369 2.850687 3.234484 -0.03 -0.06 -0.01
H 5.073849 0.632245 2.871747 -0.04 0.01 -0.02
H 3.897503 -1.073720 1.541023 0.03 0.05 0.01
H 3.512158 -3.021150 0.670059 -0.01 0.00 -0.02
H 4.868738 -4.374363 -0.853506 -0.03 0.01 -0.02
H 4.389383 -4.380042 -3.285187 -0.01 0.02 0.03
H 2.530808 -3.007868 -4.173176 -0.01 0.02 0.05
H 1.214928 -1.595174 -2.664314 -0.05 0.07 -0.05
H 0.092537 -3.701971 0.039981 -0.01 0.00 0.03
H -0.460737 -5.483033 1.663280 0.05 0.04 -0.01
H 0.072409 -5.183884 4.061317 -0.03 0.03 -0.02
H 1.120688 -3.079552 4.837777 0.00 -0.01 -0.03
H 1.716645 -1.327405 3.225399 -0.02 0.05 0.01
C -2.121435 -2.878535 -3.372878 -0.11 0.07 0.04
C -1.575128 -1.750462 -2.539619 -0.09 -0.03 0.30
O -1.411334 -1.922485 -1.292522 0.03 0.03 -0.32
O -1.255787 -0.664050 -3.096647 0.23 -0.08 0.03
H -2.380887 -3.726648 -2.744315 0.00 0.01 -0.02
H -1.364955 -3.175174 -4.100169 -0.03 0.01 -0.02
H -3.001065 -2.538292 -3.921220 0.06 0.00 -0.01
Te -0.959348 0.053246 2.666009 -0.61 0.36 0.44
C -1.407453 0.144643 4.718670 0.23 0.28 -0.13
C -2.309074 -0.517483 5.497263 -0.13 -0.22 0.01
C -2.344975 -0.020569 6.831062 -0.03 -0.08 -0.03
C -1.474801 1.006113 7.030489 0.07 0.11 -0.04
S -0.606163 1.387242 5.608766 -0.05 -0.10 0.05
H -2.936268 -1.324211 5.139548 0.02 0.03 -0.03
H -2.994794 -0.414442 7.600371 0.03 0.02 -0.04
H -1.294269 1.571848 7.933599 -0.03 -0.10 -0.04
```
Positions in Å, forces in eV/Å.

Results
<S²> ... 6.03
Charge ... +1
Gap between HOMO and LUMO (spin up / spin down) ... 6.35 / 6.05 eV
Relative energy (zero: lowest compared OMol25 entry of this formula, charge and spin) ... 14.5 kcal/mol
Spin multiplicity ... 5
Total energy ... -124207.5822 eV
E_LUMO (spin up / spin down) ... -0.080 / -0.176 Eh
HOMO level (spin up / spin down) ... -8.53 / -10.84 eV
Molecular weight ... 1276.8 g mol⁻¹



Molecular formula: C4H8N4
Method: DFT, wB97M-V/def2-TZVPD

```
16
Properties=species:S:1:pos:R:3:forces:R:3
H 1.040230 -1.721635 -1.633435 -0.18 0.22 -0.40
N 0.164486 -1.256968 -1.371353 1.06 1.67 1.11
C 0.404799 -0.041453 -0.974765 -2.39 -0.48 -2.80
C -0.734540 0.725112 -0.308513 1.89 -0.50 -0.73
C -1.670837 1.555897 -1.116767 -0.27 -0.24 0.49
N -0.605674 0.649668 0.949335 2.06 -1.77 0.05
C 0.695959 -0.262461 1.265129 -1.52 1.70 3.01
N 0.433478 -1.590845 1.428019 -0.95 0.80 -0.35
N 1.687841 0.353741 1.777355 -0.91 0.46 -0.09
H 2.158362 -0.233769 2.465469 0.62 -0.20 -0.67
H 1.244469 0.614349 -1.226616 0.48 -0.62 0.38
H -2.357975 2.097302 -0.463891 0.03 -0.03 -0.12
H -1.104988 2.265554 -1.726028 0.00 -0.07 0.06
H -2.223768 0.896968 -1.790275 -0.03 0.12 -0.01
H -0.225819 -1.942822 0.739486 0.43 -0.70 0.60
H 1.093978 -2.108639 1.986851 -0.29 -0.36 -0.53
```
Positions in Å, forces in eV/Å.

Results
Gap between HOMO and LUMO ... 9.49 eV
Relative energy (zero: lowest compared OMol25 entry of this formula, charge and spin) ... 60.0 kcal/mol
Total energy ... -10235.6421 eV
SMILES ... [H]/N=C/C(C)=N\C(N)=N\[H]
E_LUMO ... 0.013 Eh
HOMO level ... -9.12 eV
Molecular weight ... 112.1 g mol⁻¹



Molecular formula: C2BeO4
Method: DFT, wB97M-V/def2-TZVPD

```
7
Properties=species:S:1:pos:R:3:forces:R:3
O -0.707833 -0.850677 1.044301 -3.65 -0.31 -2.15
C 0.477832 -0.396868 0.951071 4.13 1.69 0.61
O 1.346753 -0.399227 1.797456 -1.59 -0.24 -1.57
Be -1.452289 -0.456491 -0.331027 2.25 -0.80 1.47
O -0.241092 1.424029 -1.892384 0.24 -2.18 -0.35
C -0.206135 0.370958 -1.287717 -1.31 2.96 1.45
O 0.782764 0.308276 -0.281701 -0.06 -1.12 0.54
```
Positions in Å, forces in eV/Å.

Results
Gap between HOMO and LUMO ... 7.94 eV
Total energy ... -10664.7930 eV
E_LUMO ... -0.086 Eh
HOMO level ... -10.28 eV
Molecular weight ... 97.0 g mol⁻¹



> Look up the total energy of the third one.

-10235.6421 eV



> Look up the molecular weight of the second one.

1276.8 g mol⁻¹



> Among the records above, which one has the lowest total energy?

C21H29GeN4O2RhSe